Entry 1:
ORCA calculation (ωB97M-V/def2-TZVPD) on 10 unconnected molecules or ions with the total composition C48H124N8O18 in a non-equilibrium geometry.

Calculated values
- E_HOMO (eV) = -8.11
- ΔE to the lowest compared entry with this formula, charge and spin (kcal/mol) = 205.0
- Kohn-Sham gap (eV) = 8.66
- total energy (Ha) = -3694.88213
- SMILES = COCCNCCOC.COCCNCCOC.COCCNCCOC.COCCNCCOC.COCCNCCOC.COCCNCCOC.COCCNCCOC.COCCNCCOC.O.O

The geometry in ORCA input format:
```
! wB97M-V def2-TZVPD RIJCOSX def2/J DEFGRID3
* xyz 0 1
C -4.8700 -1.7292 3.0779
O -5.0753 -2.1304 4.4285
C -6.0165 -3.1792 4.5915
C -5.6810 -3.8682 5.9359
N -5.8281 -2.8972 7.0992
C -5.6844 -3.3592 8.5339
C -4.3520 -4.1732 8.7251
O -4.2864 -5.5809 8.6638
C -5.3104 -6.3305 9.2431
H -4.2896 -2.5023 2.5744
H -4.1113 -0.9466 3.0852
H -5.8053 -1.4569 2.5890
H -5.9304 -3.8618 3.7461
H -7.0310 -2.7932 4.4916
H -4.7172 -4.3697 5.8484
H -6.2238 -4.8074 6.0431
H -5.7126 -1.9393 6.8008
H -6.5375 -3.9916 8.7795
H -5.6886 -2.5572 9.2721
H -3.8630 -3.7729 9.6132
H -3.5432 -3.8062 8.0933
H -5.6356 -5.8839 10.1827
H -5.0296 -7.3700 9.4128
H -6.1765 -6.4113 8.5863
C 5.6273 6.9990 -11.2086
O 5.0951 6.5944 -9.9528
C 4.6163 5.2632 -9.9493
C 3.7923 4.8019 -8.7320
N 4.6027 4.9114 -7.4741
C 5.7841 4.0607 -7.4769
C 5.3748 2.6513 -7.1678
O 4.6379 2.6408 -5.9233
C 3.9431 1.5455 -5.3899
H 6.6288 6.5794 -11.3036
H 6.0235 8.0064 -11.0811
H 5.1175 6.9785 -12.1718
H 5.5490 4.7149 -10.0814
H 4.0371 5.1453 -10.8651
H 3.5354 3.7520 -8.8724
H 2.8323 5.3100 -8.6404
H 4.0666 4.4899 -6.7291
H 6.3437 4.3727 -6.5951
H 6.4375 4.1769 -8.3416
H 6.0954 1.8365 -7.2385
H 4.7366 2.2760 -7.9677
H 4.6005 0.9073 -4.7993
H 3.3823 0.9215 -6.0857
H 3.1901 1.9188 -4.6958
C -1.2023 -5.8088 7.4323
O -0.1992 -5.1277 6.7214
C -0.3875 -3.7439 6.2598
C -0.5033 -3.6517 4.7294
N -0.7090 -2.2807 4.0140
C -1.2767 -2.3808 2.6929
C -0.1916 -2.8017 1.7428
O -0.6699 -3.0165 0.4266
C 0.2475 -3.3377 -0.6413
H -1.3117 -5.5055 8.4735
H -1.1067 -6.8876 7.3097
H -2.1035 -5.6631 6.8367
H 0.4334 -3.1744 6.6954
H -1.3367 -3.3286 6.5985
H -1.3537 -4.2844 4.4755
H 0.3342 -4.2249 4.3318
H -1.3057 -1.7473 4.6301
H -1.5667 -1.4472 2.2109
H -2.1870 -2.9206 2.4322
H 0.2370 -3.7434 2.0857
H 0.5573 -2.0100 1.7644
H 1.0949 -2.6622 -0.5242
H -0.2560 -3.1287 -1.5852
H 0.7517 -4.2962 -0.5176
C 4.2205 0.5973 -0.2344
O 2.7680 0.8913 -0.2139
C 2.1813 0.7549 -1.5601
C 0.7517 0.2488 -1.4715
N 0.1236 1.0999 -0.5063
C -1.1023 0.5126 0.0878
C -2.3001 0.1342 -0.7378
O -3.4567 0.3319 0.0210
C -4.5677 -0.3981 -0.5254
H 4.7540 1.1222 0.5580
H 4.6015 1.0473 -1.1511
H 4.3933 -0.4789 -0.2277
H 2.5812 -0.0835 -2.1305
H 2.3520 1.6629 -2.1384
H 0.8319 -0.7392 -1.0182
H 0.1813 0.2548 -2.4003
H 0.8085 1.2511 0.2204
H -1.4449 1.1778 0.8804
H -0.8638 -0.4371 0.5665
H -2.2261 -0.9165 -1.0182
H -2.4613 0.6008 -1.7097
H -4.8952 0.1785 -1.3905
H -5.4273 -0.3594 0.1437
H -4.4200 -1.4237 -0.8638
C -5.7420 -4.3055 0.0712
O -6.4155 -3.0843 0.1020
C -7.8008 -3.2717 0.4438
C -8.5060 -2.0669 1.0735
N -9.8481 -2.4644 1.5449
C -10.7350 -2.8772 0.4251
C -12.2314 -2.8752 0.7693
O -12.4860 -1.6464 1.4911
C -13.7280 -1.4325 2.1802
H -5.8835 -4.9235 0.9579
H -4.7389 -3.9107 -0.0898
H -6.1234 -4.8992 -0.7595
H -8.0510 -4.1100 1.0940
H -8.3856 -3.5548 -0.4315
H -8.5231 -1.3408 0.2608
H -7.8702 -1.7205 1.8883
H -10.2299 -1.7487 2.1467
H -10.2845 -3.7892 0.0333
H -10.8070 -2.1184 -0.3541
H -12.5047 -3.7185 1.4036
H -12.7479 -2.8805 -0.1906
H -14.1224 -0.5088 1.7567
H -13.6560 -1.4992 3.2658
H -14.4509 -2.2235 1.9802
C 2.5918 3.3919 0.9867
O 2.2672 4.7944 1.3190
C 2.4558 5.1914 2.7266
C 4.0028 5.2319 3.1068
N 4.1957 5.2422 4.5270
C 5.5734 5.6187 4.9211
C 6.5925 4.4550 4.7349
O 6.9759 4.1542 3.3764
C 7.3815 5.1488 2.5199
H 2.5414 3.3302 -0.1004
H 1.9731 2.5940 1.3971
H 3.6316 3.1708 1.2275
H 1.9183 4.4625 3.3331
H 2.0240 6.1850 2.8468
H 4.4529 6.1433 2.7134
H 4.5042 4.3439 2.7217
H 3.9083 4.3258 4.8396
H 5.5863 5.8577 5.9845
H 5.9573 6.5157 4.4353
H 6.0042 3.6113 5.0956
H 7.3413 4.5031 5.5256
H 8.2571 5.7271 2.8148
H 6.6081 5.8694 2.2542
H 7.5647 4.7069 1.5405
C 7.6408 -1.4955 -0.2976
O 7.4991 -0.1040 -0.8225
C 8.6061 0.3615 -1.5402
C 9.3846 1.5066 -0.7356
N 10.1880 0.9019 0.3200
C 10.7779 1.8440 1.2546
C 11.4713 1.0091 2.3880
O 10.4502 0.1542 3.0052
C 9.2150 0.6211 3.5286
H 7.8534 -2.1890 -1.1112
H 6.6429 -1.6913 0.0946
H 8.3671 -1.5879 0.5100
H 8.1233 0.7914 -2.4178
H 9.2080 -0.4779 -1.8884
H 8.6626 2.2977 -0.5331
H 10.0610 1.9224 -1.4824
H 9.7148 0.0805 0.6685
H 10.0692 2.4280 1.8419
H 11.4966 2.5531 0.8439
H 11.9074 1.7585 3.0486
H 12.2989 0.4684 1.9288
H 8.6678 0.9926 2.6622
H 9.4263 1.3825 4.2793
H 8.7090 -0.1670 4.0861
C -6.3555 1.6255 -4.8933
O -4.9367 1.4701 -5.2026
C -4.1207 1.5310 -3.9622
C -2.6585 1.6740 -4.2441
N -2.0951 0.5456 -4.9139
C -0.7291 0.7897 -5.2913
C -0.1843 -0.5756 -5.8038
O 1.1614 -0.5670 -6.3120
C 1.1784 -0.0952 -7.6605
H -7.0203 1.6842 -5.7550
H -6.4846 2.5545 -4.3379
H -6.6884 0.7869 -4.2816
H -4.2545 0.5918 -3.4255
H -4.3855 2.3579 -3.3033
H -2.0451 2.0252 -3.4144
H -2.5781 2.4881 -4.9645
H -2.4537 0.7912 -5.8256
H -0.0835 0.9580 -4.4293
H -0.5066 1.5647 -6.0248
H -0.8866 -1.2801 -6.2494
H 0.2129 -0.9778 -4.8719
H 1.1131 0.9736 -7.4569
H 0.3614 -0.5335 -8.2336
H 2.1639 -0.3584 -8.0446
O -5.3687 -1.8200 -3.0278
H -5.0697 -1.9783 -2.1323
H -6.0400 -2.4856 -3.1779
O -2.5718 -2.2442 -3.4695
H -2.1649 -1.6035 -4.0527
H -3.4109 -1.8513 -3.2294
*
```

Löwdin atomic charge list, values in e, 99 entries: C -0.09; O -0.21; C -0.22; C -0.17; N -0.05; C -0.14; C -0.23; O -0.20; C -0.12; H 0.07; H 0.09; H 0.07; H 0.11; H 0.12; H 0.10; H 0.11; H 0.09; H 0.09; H 0.11; H 0.10; H 0.10; H 0.09; H 0.09; H 0.08; C -0.13; O -0.18; C -0.23; C -0.16; N -0.05; C -0.21; C -0.20; O -0.20; C -0.09; H 0.08; H 0.08; H 0.09; H 0.10; H 0.12; H 0.10; H 0.12; H 0.08; H 0.12; H 0.12; H 0.12; H 0.10; H 0.09; H 0.07; H 0.08; C -0.12; O -0.20; C -0.18; C -0.15; N -0.02; C -0.26; C -0.25; O -0.21; C -0.07; H 0.09; H 0.09; H 0.07; H 0.12; H 0.10; H 0.11; H 0.10; H 0.10; H 0.10; H 0.10; H 0.12; H 0.12; H 0.06; H 0.09; H 0.08; C -0.05; O -0.25; C -0.19; C -0.21; N -0.04; C -0.16; C -0.23; O -0.16; C -0.08; H 0.08; H 0.08; H 0.08; H 0.11; H 0.12; H 0.09; H 0.11; H 0.07; H 0.13; H 0.08; H 0.11; H 0.10; H 0.07; H 0.09; H 0.06; C -0.12; O -0.21; C -0.23

---

Entry 2:
ORCA calculation (ωB97M-V/def2-TZVPD) on a molecular structure, C48H126N6O18 in a non-equilibrium geometry.

Calculated values
- E_HOMO (eV) = -7.63
- ΔE to the lowest compared entry with this formula, charge and spin (kcal/mol) = 387.4
- Kohn-Sham gap (eV) = 7.84
- total energy (Ha) = -3586.36010

The geometry in ORCA input format:
```
! wB97M-V def2-TZVPD RIJCOSX def2/J DEFGRID3
* xyz 0 1
C -6.7713 0.8589 0.5790
C -8.1100 0.5403 1.2423
O -8.5220 1.5904 2.1010
H -5.9676 1.0305 1.3020
H -6.6871 1.7798 -0.0042
H -6.5319 0.0289 -0.0900
H -8.0348 -0.3926 1.8052
H -8.8641 0.3971 0.4686
H -8.1964 1.4557 2.9927
C -3.4138 3.6672 1.6168
C -2.7522 5.0232 1.6817
O -1.3970 4.9252 2.0782
H -3.3739 3.1197 2.5630
H -2.9531 2.9932 0.8869
H -4.4705 3.6846 1.3486
H -3.2713 5.5790 2.4749
H -2.8826 5.5904 0.7544
H -0.9622 5.7790 2.1097
C 2.3535 0.6782 3.0857
C 2.8797 -0.1804 1.9179
O 3.9022 0.4990 1.2367
H 3.2552 0.9571 3.6338
H 1.6638 0.1403 3.7412
H 1.8088 1.5727 2.7786
H 2.0471 -0.4212 1.2461
H 3.2825 -1.1272 2.2792
H 3.4825 1.0892 0.5993
C -0.7635 1.6152 5.4828
C -1.0356 2.7901 4.5745
O -0.6504 2.4583 3.2478
H -0.8944 0.6509 4.9911
H -1.4238 1.5796 6.3517
H 0.2684 1.5857 5.8393
H -0.3975 3.6309 4.8722
H -2.0967 3.0583 4.6160
H -1.1410 3.0215 2.6328
C 2.4883 -1.3342 6.6340
C 1.5323 -1.8623 7.6744
O 2.2553 -2.0929 8.8726
H 3.3796 -1.9442 6.4907
H 2.7463 -0.2951 6.8309
H 2.0100 -1.3764 5.6504
H 0.9923 -2.7507 7.3198
H 0.6573 -1.2215 7.8410
H 1.7447 -2.4738 9.5892
C -2.9085 -4.2651 -1.9349
C -3.8373 -4.5074 -0.7300
O -3.1822 -4.3564 0.5111
H -2.6779 -3.1991 -1.9687
H -3.4741 -4.5178 -2.8360
H -2.0149 -4.8861 -1.9317
H -4.2534 -5.5142 -0.8007
H -4.7095 -3.8452 -0.7998
H -2.7478 -3.4825 0.4728
C 3.8489 4.7874 -2.0909
O 4.5197 3.9276 -1.1710
C 4.0432 4.0097 0.1540
C 2.5291 3.9795 0.2928
N 2.0216 2.6444 -0.0660
C 0.5713 2.5443 0.2486
C -0.3333 2.8704 -0.9618
O 0.2374 3.7536 -1.9269
C -0.6811 4.1878 -2.9184
H 2.7955 4.5416 -2.2239
H 4.3748 4.6484 -3.0353
H 4.0896 5.8007 -1.7506
H 4.3894 4.9195 0.6726
H 4.4671 3.2546 0.8183
H 2.0307 4.8003 -0.2259
H 2.3900 4.0132 1.3777
H 2.0310 2.5668 -1.0821
H 0.3514 3.2664 1.0321
H 0.3841 1.5488 0.6508
H -1.2599 3.3350 -0.6115
H -0.5892 1.9465 -1.4916
H -0.1777 4.0918 -3.8763
H -0.9833 5.2071 -2.6696
H -1.6062 3.6031 -2.9325
C 2.8662 -0.7376 -1.5997
O 2.6344 -2.0192 -1.0842
C 3.7621 -2.8584 -0.9318
C 3.3051 -4.3065 -0.6623
N 4.2457 -5.2153 -1.3171
C 4.1238 -5.2195 -2.7970
C 5.4022 -5.7189 -3.4553
O 5.4669 -7.1148 -3.4163
C 6.7235 -7.6376 -3.7912
H 3.0604 -0.5983 -2.6722
H 3.7295 -0.2870 -1.1031
H 1.9850 -0.1203 -1.4188
H 4.2907 -2.5502 -0.0235
H 4.3417 -2.8107 -1.8533
H 2.3549 -4.5485 -1.1634
H 3.0414 -4.5813 0.3588
H 4.0343 -6.1881 -1.1296
H 3.8578 -4.2300 -3.1634
H 3.3380 -5.9338 -3.0721
H 6.2880 -5.2551 -3.0003
H 5.4518 -5.2842 -4.4686
H 6.9953 -8.4251 -3.0877
H 7.5423 -6.9137 -3.7826
H 6.6804 -8.0503 -4.8025
C -4.4769 4.1139 -3.6835
O -4.6045 5.4822 -4.0730
C -3.9134 6.4277 -3.2821
C -3.8910 7.6824 -4.1675
N -5.1984 8.2219 -4.5306
C -5.8178 8.8406 -3.3665
C -7.0041 9.7369 -3.7129
O -8.0134 8.9261 -4.2627
C -9.0659 9.7008 -4.7979
H -4.9772 3.4080 -4.3406
H -4.7741 3.9401 -2.6492
H -3.3996 3.9885 -3.8438
H -2.8842 6.1092 -3.0683
H -4.3804 6.5282 -2.2966
H -3.2661 7.3424 -5.0002
H -3.2413 8.4913 -3.8243
H -5.7385 7.4611 -4.9189
H -5.0882 9.3941 -2.7760
H -6.2293 8.0596 -2.7124
H -6.7327 10.5552 -4.3964
H -7.2492 10.3271 -2.8159
H -9.9449 9.0599 -4.6839
H -8.9473 9.9654 -5.8539
H -9.2998 10.6415 -4.2890
C 1.9134 -3.4858 2.7532
O 0.9467 -2.4511 2.6237
C 0.1750 -2.6217 1.4450
C -0.8706 -1.4950 1.5520
N -1.9048 -1.6367 0.4907
C -2.9414 -0.6325 0.5679
C -3.5135 -0.2886 -0.7976
O -2.4448 0.3726 -1.4640
C -2.7794 0.8680 -2.7346
H 1.5062 -4.4935 2.8574
H 2.4308 -3.1871 3.6663
H 2.6421 -3.4959 1.9359
H -0.3577 -3.5745 1.5516
H 0.7589 -2.5083 0.5258
H -0.3308 -0.5535 1.3929
H -1.3128 -1.4150 2.5395
H -1.3659 -1.5183 -0.3615
H -2.5352 0.3300 0.9156
H -3.7343 -0.8284 1.2952
H -4.4044 0.3446 -0.7620
H -3.8351 -1.1997 -1.3220
H -1.8736 1.1765 -3.2636
H -3.4423 1.7345 -2.7571
H -3.1305 0.0367 -3.3581
C 7.0211 0.7258 3.7403
O 7.7357 -0.4953 3.7404
C 7.0032 -1.6375 4.0624
C 6.3061 -2.2534 2.7918
N 5.5056 -3.4045 3.1679
C 6.1600 -4.6148 3.6034
C 5.1126 -5.6733 3.9730
O 4.0598 -5.6658 3.0339
C 3.5336 -6.9246 2.7384
H 7.6430 1.4324 3.1929
H 6.7487 1.1454 4.7119
H 6.1167 0.5770 3.1405
H 6.3059 -1.5199 4.8961
H 7.6901 -2.4396 4.3414
H 7.0944 -2.5631 2.1013
H 5.6708 -1.4663 2.3893
H 4.5492 -3.4324 2.8907
H 6.8966 -4.4997 4.3997
H 6.7019 -4.9702 2.7097
H 4.7634 -5.4392 4.9848
H 5.6117 -6.6467 3.9606
H 2.6305 -6.7915 2.1378
H 3.2453 -7.5397 3.5967
H 4.1803 -7.5375 2.0978
C -3.5715 -0.0228 -4.7703
O -2.9565 -0.8565 -3.7980
C -1.5521 -0.6517 -3.7352
C -0.9393 -1.4538 -2.6081
N -1.0014 -2.8799 -2.8985
C -0.1653 -3.6269 -1.9361
C -0.3350 -5.1373 -2.1315
O 0.2544 -5.8623 -1.0975
C 0.5129 -7.2228 -1.2986
H -2.9122 0.1232 -5.6296
H -3.7760 0.9293 -4.2672
H -4.4892 -0.5092 -5.0938
H -1.3781 0.4258 -3.5976
H -1.1040 -0.9510 -4.6888
H -1.4940 -1.2558 -1.6772
H 0.1033 -1.1321 -2.5592
H -1.9910 -3.0902 -2.8098
H -0.5978 -3.2286 -1.0016
H 0.8248 -3.1791 -1.9623
H 0.0701 -5.4615 -3.0980
H -1.4229 -5.2652 -2.2232
H -0.2935 -7.9275 -1.0743
H 1.3801 -7.5666 -0.7364
H 0.7460 -7.4122 -2.3538
*
```

Löwdin atomic charge list, values in e, 99 entries: C -0.10; C -0.31; O -0.08; H 0.06; H 0.07; H 0.07; H 0.11; H 0.11; H 0.08; C -0.08; C -0.30; O -0.08; H 0.07; H 0.06; H 0.08; H 0.12; H 0.11; H 0.10; C -0.05; C -0.31; O -0.10; H 0.07; H 0.05; H 0.05; H 0.09; H 0.09; H 0.03; C -0.09; C -0.31; O -0.12; H 0.07; H 0.07; H 0.07; H 0.11; H 0.10; H 0.02; C -0.08; C -0.34; O -0.08; H 0.07; H 0.08; H 0.06; H 0.11; H 0.10; H 0.08; C -0.06; C -0.28; O -0.08; H 0.06; H 0.12; H -0.02; H 0.11; H 0.10; H 0.04; C -0.09; O -0.18; C -0.23; C -0.21; N -0.04; C -0.16; C -0.17; O -0.21; C -0.09; H 0.07; H 0.09; H 0.10; H 0.12; H 0.12; H 0.11; H 0.12; H 0.10; H 0.08; H 0.10; H 0.11; H 0.10; H 0.10; H 0.08; H 0.05; C -0.12; O -0.22; C -0.17; C -0.18; N -0.06; C -0.19; C -0.26; O -0.17; C -0.11; H 0.09; H 0.08; H 0.07; H 0.12; H 0.12; H 0.09; H 0.10; H 0.10; H 0.11; H 0.12; H 0.12; H 0.12